[1]
The following is a quantum chemistry calculation of 2 unconnected molecules or ions with the total composition C7H12, from the Open Molecules 2025 dataset.

```
19
Properties=species:S:1:pos:R:3:mulliken_charge:R:1
C 2.290 -0.353 -0.048 -0.813
C 1.767 1.134 -0.075 -0.445
C 0.182 0.994 -0.006 -0.440
C 0.003 -0.409 0.650 -0.881
C 0.986 -1.259 -0.193 -0.536
H 3.019 -0.517 -0.802 0.407
H 2.747 -0.679 0.871 0.312
H 2.206 1.619 -1.082 0.290
H 2.289 1.547 0.789 0.244
H -0.229 0.872 -1.065 0.224
H -0.320 1.914 0.331 0.362
H -0.971 -0.847 0.527 0.321
H 0.375 -0.343 1.674 0.347
H 0.660 -1.221 -1.246 0.249
H 1.138 -2.255 0.165 0.399
C -2.526 -0.295 -0.317 -0.671
C -3.503 0.218 0.025 -0.283
H -1.654 -0.748 -0.844 0.510
H -4.454 0.476 0.470 0.405
```

Summary:
Spin multiplicity: 1
F_max (Eh/bohr): 0.132
ΔE to the lowest compared entry with this formula, charge and spin (kcal per mole): 85.34
Frontier orbital gap (eV): 11.45
Electronic energy (hartree): -273.7725
SMILES string: C1CCCC1.C#C

***

[2]
The following is a quantum chemistry calculation of 2 unconnected molecules or ions with the total composition C7H12, from the Open Molecules 2025 dataset.

```
19
Properties=species:S:1:pos:R:3:mulliken_charge:R:1
C -1.652 0.829 0.183 -1.248
C -1.213 -0.616 -0.077 0.290
C -0.183 -0.781 -1.232 -0.693
C 0.892 -0.902 -0.168 0.337
C 2.192 -0.646 -0.151 -0.914
C 0.554 2.330 0.367 -0.641
C -0.141 -1.154 0.916 -0.692
H -2.281 1.182 -0.645 0.377
H -0.876 1.790 0.329 0.380
H -2.241 0.878 1.110 0.376
H -2.101 -1.265 -0.172 0.411
H -0.323 -1.713 -1.794 0.264
H -0.096 0.048 -1.945 0.302
H 2.726 -0.377 -1.061 0.277
H 2.769 -0.694 0.771 0.278
H 1.099 2.103 -0.576 0.162
H 1.162 1.823 1.149 0.164
H -0.022 -0.613 1.862 0.304
H -0.266 -2.222 1.136 0.264
```

Summary:
Spin multiplicity: 1
F_max (Eh/bohr): 0.024
ΔE to the lowest compared entry with this formula, charge and spin (kcal per mole): 140.35
Frontier orbital gap (spin up / spin down) (eV): 8.01 / 7.98
Electronic energy (hartree): -273.6849

***

[3]
The following is a quantum chemistry calculation of C7H12 in the gas phase, from the Open Molecules 2025 dataset.

```
19
Properties=species:S:1:pos:R:3:mulliken_charge:R:1
C -0.972 -1.746 1.100 -0.884
C -0.960 -0.563 0.508 0.364
C -2.213 0.130 -0.024 -1.246
C 0.261 0.206 0.113 0.556
C 0.873 1.249 0.994 -1.327
C 0.806 -0.097 -1.049 -0.193
C 2.063 0.531 -1.642 -1.285
H -0.117 -2.219 1.566 0.306
H -1.939 -2.210 1.273 0.285
H -2.354 -0.308 -1.017 0.292
H -3.191 0.105 0.457 0.403
H -1.971 1.175 -0.228 0.323
H 1.958 1.229 0.961 0.366
H 0.459 2.227 0.768 0.301
H 0.519 1.183 2.030 0.383
H 0.363 -0.782 -1.764 0.361
H 2.156 0.118 -2.645 0.362
H 1.958 1.612 -1.759 0.312
H 2.949 0.294 -1.054 0.324
```

Summary:
Spin multiplicity: 1
F_max (Eh/bohr): 0.031
ΔE to the lowest compared entry with this formula, charge and spin (kcal per mole): 30.75
Frontier orbital gap (eV): 10.04
Electronic energy (hartree): -273.8596
SMILES string: C=C(C)/C(C)=C/C

***

[4]
The following is a quantum chemistry calculation of a molecular structure, C7H12Ag3Br6O3, from the Open Molecules 2025 dataset.

```
31
Properties=species:S:1:pos:R:3:mulliken_charge:R:1
Ag 3.189 -0.660 -4.145 0.610
Ag -0.950 -1.981 -3.017 0.627
Ag 1.939 -2.799 -0.580 0.495
C 1.261 -0.607 -2.100 1.327
O 0.304 -0.896 -1.277 -0.402
O 1.009 -0.386 -3.342 -0.855
O 2.489 -0.762 -1.757 -0.821
Br 0.151 2.165 2.961 -0.118
C 1.580 0.776 3.060 -0.533
C 1.690 0.287 1.637 0.654
Br 2.775 -1.379 1.619 -0.142
H 1.210 0.014 3.737 0.352
H 2.475 1.278 3.409 0.444
H 2.099 1.051 0.983 0.476
H 0.749 -0.116 1.285 -1.279
Br -1.999 2.479 -3.268 -0.130
C -0.764 1.231 -2.377 -0.237
C -0.354 1.743 -1.027 0.975
Br 1.105 3.013 -1.053 -0.147
H 0.092 1.056 -3.022 0.524
H -1.272 0.275 -2.262 -0.346
H 0.012 0.973 -0.350 -1.127
H -1.175 2.206 -0.483 0.594
Br -3.479 -0.858 -0.531 -0.183
C -2.886 -1.369 1.277 -0.731
C -1.506 -0.804 1.561 0.040
Br -0.938 -1.528 3.278 -0.067
H -2.869 -2.454 1.334 0.453
H -3.612 -1.014 2.005 0.453
H -1.514 0.279 1.619 0.222
H -0.813 -1.212 0.829 -0.128
```

Summary:
Spin multiplicity: 1
F_max (Eh/bohr): 0.043
Charge: +1
ΔE to the lowest compared entry with this formula, charge and spin (kcal per mole): 0.00
Frontier orbital gap (eV): 6.71
Electronic energy (hartree): -16384.3340

***

[5]
The following is a quantum chemistry calculation of a gas-phase ion, C7H12BN2O2 (charge +1), from the Open Molecules 2025 dataset.

```
24
Properties=species:S:1:pos:R:3:mulliken_charge:R:1
B 0.578 2.430 -0.703 0.586
C -0.357 -1.378 1.557 -0.867
C -0.124 -0.626 2.688 -0.207
C 0.153 1.564 1.663 -0.247
C 0.318 1.283 0.398 -0.087
C -0.115 -0.903 0.270 0.786
C -1.133 -2.707 -0.990 -0.940
C 0.324 -0.891 -2.001 -1.155
N 0.047 0.716 2.720 -0.075
N -0.198 -1.559 -0.839 0.013
O 1.093 3.554 -0.257 -0.468
O 0.140 2.096 -1.952 -0.609
H -0.289 -2.427 1.552 0.390
H 0.135 -1.150 3.606 0.374
H 0.416 2.601 2.022 0.350
H -1.324 -3.144 -0.100 0.339
H -1.989 -2.084 -1.357 0.400
H -0.931 -3.419 -1.745 0.311
H 1.336 -0.665 -1.752 0.447
H 0.354 -1.528 -2.874 0.326
H -0.036 0.101 -2.071 0.485
H 0.120 1.083 3.605 0.218
H 1.518 4.173 -0.847 0.306
H -0.037 2.881 -2.594 0.324
```

Summary:
Spin multiplicity: 1
F_max (Eh/bohr): 0.091
Charge: +1
ΔE to the lowest compared entry with this formula, charge and spin (kcal per mole): 58.02
Frontier orbital gap (eV): 8.36
Electronic energy (hartree): -558.5039

***

[6]
The following is a quantum chemistry calculation of C7H12BrF in the gas phase, from the Open Molecules 2025 dataset.

```
21
Properties=species:S:1:pos:R:3:mulliken_charge:R:1
C -0.821 1.923 0.293 -1.582
C 0.266 0.737 0.088 1.351
C 1.334 0.729 1.151 -1.833
C -0.233 -0.686 -0.266 1.221
C -1.674 -0.994 -0.601 -1.685
C 0.556 -1.861 0.196 -1.966
C 0.478 0.266 -1.265 0.248
F -0.229 0.746 -2.277 -0.310
Br 2.226 -0.165 -2.029 -0.190
H -0.794 2.625 -0.589 0.265
H -0.481 2.451 1.114 0.528
H -1.839 1.522 0.530 0.359
H 2.043 -0.022 1.256 0.367
H 0.841 0.611 2.107 0.478
H 1.795 1.702 1.339 0.425
H -2.158 -0.001 -0.786 0.374
H -2.021 -1.635 0.222 0.389
H -1.707 -1.540 -1.514 0.385
H 0.471 -2.019 1.264 0.367
H 1.745 -1.723 0.107 0.279
H 0.201 -2.667 -0.341 0.531
```

Summary:
Spin multiplicity: 1
F_max (Eh/bohr): 0.082
ΔE to the lowest compared entry with this formula, charge and spin (kcal per mole): 13.30
Frontier orbital gap (eV): 10.08
Electronic energy (hartree): -2947.7298
SMILES string: CC1(C)C(C)(C)C1(F)Br

***

[7]
The following is a quantum chemistry calculation of a molecular structure, C7H12BrF5IrN3O2Te, from the Open Molecules 2025 dataset.

```
32
Properties=species:S:1:pos:R:3:mulliken_charge:R:1
Ir -0.161 0.260 -0.470 1.247
N -2.480 0.232 -0.957 -0.647
C -3.493 1.543 -1.413 -0.537
C -2.293 2.618 -0.081 -0.725
N -0.834 2.422 -0.084 -0.183
H -2.692 -0.339 -1.811 0.343
H -2.729 -0.114 -0.111 0.349
H -4.103 1.389 -0.698 0.496
H -2.646 1.609 -1.686 0.326
H -2.779 1.793 1.180 0.218
H -2.982 3.578 0.336 0.390
H -0.635 3.185 0.505 0.184
H -1.139 2.838 -1.054 0.454
O 1.684 -4.812 1.848 -0.488
C 1.357 -3.824 1.241 0.865
C 0.879 -3.147 2.448 -0.534
C -0.031 -1.924 1.689 -0.372
N 0.135 -1.510 0.408 -0.143
C 0.869 -2.290 -0.284 0.710
Br 0.731 -1.315 -2.107 -0.121
C 1.262 -3.739 0.069 -0.521
H 1.705 -5.202 2.808 0.471
H 1.078 -3.244 3.715 0.288
H -0.056 -0.965 2.652 0.265
H 1.518 -4.380 -0.797 0.396
F 3.503 0.238 -1.594 -0.423
Te 2.457 2.253 -1.117 1.956
F 0.790 1.981 -1.895 -0.552
F 1.644 3.813 -0.328 -0.422
F 3.171 3.231 -2.558 -0.373
F 4.327 3.012 -0.180 -0.424
O 1.945 0.810 0.326 -0.493
```

Summary:
Spin multiplicity: 5
F_max (Eh/bohr): 0.378
⟨S²⟩: 6.0474
Charge: +2
Frontier orbital gap (spin up / spin down) (eV): 5.97 / 5.23
Electronic energy (hartree): -4032.6964

***

[8]
The following is a quantum chemistry calculation of 2 unconnected molecules or ions with the total composition C7H12Cl2N3, from the Open Molecules 2025 dataset.

```
24
Properties=species:S:1:pos:R:3:mulliken_charge:R:1
C -2.037 -1.153 -1.846 -0.409
C -2.522 0.299 0.074 0.437
C -1.115 -1.755 0.204 0.481
C 1.948 1.150 -0.946 -1.214
C 2.918 -0.360 0.623 -1.348
C 0.933 1.329 1.303 -0.975
C 2.003 0.775 0.329 1.104
N -1.371 -2.029 -0.984 -0.357
N -2.825 0.006 -1.163 -0.171
N -1.658 -0.517 0.850 -0.179
Cl -3.067 1.831 0.694 -0.064
Cl -0.085 -2.571 1.229 -0.064
H -2.697 -1.808 -2.414 0.345
H 1.393 1.992 -1.193 0.405
H -1.340 -0.637 -2.367 0.375
H 2.831 0.696 -1.445 0.315
H 4.011 -0.054 0.921 0.298
H 2.519 -1.041 1.447 0.212
H 3.059 -0.955 -0.213 0.471
H 0.279 0.639 1.877 0.097
H 0.410 1.947 0.667 0.302
H 1.418 1.894 2.135 0.360
H -3.394 0.755 -1.596 0.251
H -1.614 -0.434 1.814 0.330
```

Summary:
Spin multiplicity: 1
F_max (Eh/bohr): 0.103
Charge: +1
ΔE to the lowest compared entry with this formula, charge and spin (kcal per mole): 15.71
Frontier orbital gap (eV): 7.55
Electronic energy (hartree): -1358.2413

***

[9]
The following is a quantum chemistry calculation of a gas-phase ion, C7H12Cl2N3O (charge +1), from the Open Molecules 2025 dataset.

```
25
Properties=species:S:1:pos:R:3:mulliken_charge:R:1
C -2.877 1.243 -0.923 -1.062
C -2.678 -0.160 -0.383 -0.463
C -1.489 -1.049 -0.946 -0.929
C -0.111 -0.847 -0.345 -0.350
O 0.389 0.470 -0.728 -0.153
C 0.996 1.310 -0.034 0.792
Cl 1.278 2.803 -0.780 -0.074
N 1.363 1.299 1.262 -0.160
C 1.787 0.253 2.154 -0.188
N 2.552 -0.744 1.872 -0.278
C 3.283 -1.019 0.703 0.006
N 2.665 -1.119 -0.397 -0.327
Cl 3.638 -1.739 -1.640 -0.067
H -3.974 1.512 -0.534 0.307
H -2.207 1.921 -0.450 0.303
H -3.008 1.234 -1.993 0.329
H -2.541 -0.188 0.713 0.300
H -3.646 -0.705 -0.674 0.325
H -1.640 -2.033 -0.657 0.447
H -1.430 -0.935 -2.000 0.430
H -0.034 -1.091 0.737 0.424
H 0.692 -1.528 -0.851 0.306
H 1.433 2.098 1.773 0.257
H 1.270 0.310 3.135 0.360
H 4.292 -1.295 0.987 0.467
```

Summary:
Spin multiplicity: 1
F_max (Eh/bohr): 0.076
Charge: +1
ΔE to the lowest compared entry with this formula, charge and spin (kcal per mole): 19.68
Frontier orbital gap (eV): 8.96
Electronic energy (hartree): -1433.4400
SMILES string: CCCCO\C(Cl)=[NH+]/C=N\C=N\Cl

***

[10]
The following is a quantum chemistry calculation of 2 unconnected molecules or ions with the total composition C7H12Cl2O6S, from the Open Molecules 2025 dataset.

```
28
Properties=species:S:1:pos:R:3:mulliken_charge:R:1
O -2.766 2.289 -2.113 -0.469
C -2.856 1.784 -1.079 0.394
O -3.071 2.540 0.061 -0.497
C -2.770 0.305 -0.838 -0.418
C -1.477 -0.341 -1.352 -0.891
C -0.364 -0.445 -0.315 -0.370
C 0.050 0.873 0.339 0.962
C 1.486 1.343 0.122 -0.698
O 2.333 0.764 1.119 -0.359
S 1.433 0.470 2.423 1.098
O 1.557 1.498 3.351 -0.575
O 1.709 -0.846 2.780 -0.526
O -0.019 0.638 1.767 -0.345
H -2.285 3.071 0.236 0.355
H -3.608 -0.150 -1.352 0.387
H -2.864 0.109 0.225 0.278
H -1.732 -1.359 -1.620 0.343
H -1.134 0.115 -2.273 0.425
H 0.510 -0.907 -0.749 -0.100
H -0.714 -1.110 0.459 0.406
H -0.538 1.736 0.062 -0.208
H 1.460 2.394 0.415 0.412
H 1.861 1.268 -0.882 0.390
Cl 1.756 -4.496 0.296 -0.155
C 2.878 -3.182 -0.065 0.094
Cl 2.650 -2.565 -1.711 -0.182
H 2.707 -2.373 0.638 -0.076
H 3.893 -3.552 0.028 0.323
```

Summary:
Spin multiplicity: 1
F_max (Eh/bohr): 0.080
Frontier orbital gap (eV): 11.24
Electronic energy (hartree): -2043.9082
SMILES string: O=C(O)CCC[C@@H]1COS(=O)(=O)O1.ClCCl

***

[11]
The following is a quantum chemistry calculation of a molecular structure, C7H12Cl3N6O5Rb, from the Open Molecules 2025 dataset.

```
34
Properties=species:S:1:pos:R:3:mulliken_charge:R:1
Rb -0.314 0.279 -1.059 0.887
N 3.489 0.344 -1.678 -0.505
N 3.792 1.680 -1.468 -0.082
C 2.828 2.607 -1.328 0.583
N 3.215 3.873 -1.148 -0.349
N 1.578 2.184 -1.494 -0.435
N 0.520 2.987 -1.343 1.232
O -0.533 2.545 -1.784 -0.704
O 0.587 4.086 -0.765 -0.733
H 3.641 -0.190 -0.833 0.237
H 4.026 -0.026 -2.447 0.237
H 4.746 1.961 -1.313 0.146
H 4.183 4.124 -1.071 0.173
H 2.490 4.532 -0.909 0.225
C -3.605 -3.194 -0.677 -1.636
C -2.889 -2.058 0.035 1.962
C -3.042 -2.158 1.546 -1.427
O -3.410 -0.787 -0.414 -0.562
C -1.399 -1.988 -0.417 -0.102
O -1.192 -2.062 -1.640 -0.806
O -0.539 -1.722 0.454 -0.658
H -4.683 -3.136 -0.496 0.428
H -3.243 -4.159 -0.320 0.371
H -3.414 -3.121 -1.746 0.391
H -4.099 -2.247 1.808 0.434
H -2.638 -1.263 2.014 0.158
H -2.504 -3.024 1.930 0.269
H -4.365 -0.875 -0.478 0.333
Cl 0.964 0.991 4.530 -0.112
C 0.778 0.074 3.009 0.789
Cl 0.445 -1.609 3.392 -0.047
Cl -0.501 0.837 2.044 -0.092
C 2.041 0.190 2.299 -0.207
N 3.045 0.325 1.765 -0.397
```

Summary:
Spin multiplicity: 1
F_max (Eh/bohr): 0.039
ΔE to the lowest compared entry with this formula, charge and spin (kcal per mole): 6.01
Frontier orbital gap (eV): 8.04
Electronic energy (hartree): -2383.2053

***

[12]
The following is a quantum chemistry calculation of 2 unconnected molecules or ions with the total composition C7H12ClF6INP, from the Open Molecules 2025 dataset.

```
29
Properties=species:S:1:pos:R:3:mulliken_charge:R:1
C -2.782 -1.525 0.200 -1.275
C -1.303 -1.881 -0.056 -0.421
I -1.011 -3.894 0.731 0.040
C -0.240 -1.004 0.666 -0.752
C -0.657 0.416 0.969 -0.065
C -0.650 1.460 -0.166 -0.407
C -0.736 2.767 0.671 -0.562
C 0.097 2.348 1.877 0.251
Cl 0.874 3.454 2.941 -0.088
N 0.172 1.086 2.018 -0.073
H -3.413 -2.074 -0.507 0.415
H -3.018 -0.457 0.082 0.308
H -3.092 -1.820 1.210 0.366
H -1.150 -1.934 -1.135 0.543
H 0.106 -1.545 1.555 0.733
H 0.639 -0.973 -0.003 0.067
H -1.666 0.564 1.392 0.382
H -1.477 1.253 -0.854 0.400
H 0.245 1.364 -0.798 0.166
H -1.713 3.222 0.851 0.306
H -0.131 3.515 0.135 0.366
H 0.716 0.647 2.755 0.315
F 2.724 -1.755 -3.341 -0.337
P 2.894 -0.715 -2.083 1.022
F 1.243 -0.900 -2.148 -0.341
F 2.644 -0.528 -0.452 -0.361
F 2.561 0.899 -2.159 -0.342
F 4.206 -0.153 -2.891 -0.324
F 3.917 -1.837 -1.461 -0.334
```

Summary:
Spin multiplicity: 1
F_max (Eh/bohr): 0.047
Frontier orbital gap (eV): 7.70
Electronic energy (hartree): -2027.1955